Entry P
{"formula": "C6H8O2", "method": "ωB97M-V/def2-TZVPD", "homo_ev": -9.52, "smiles": "O=C[C@@H]1[C@H]2CCO[C@@H]12", "symbols": ["C", "H", "C", "H", "H", "O", "C", "O", "C", "H", "H", "C", "H", "H", "C", "H"], "coordinates": [[-0.0038, -0.9784, -0.0399], [-0.5195, 0.9621, 2.3502], [1.6593, -0.2279, -1.6282], [0.9192, 0.9743, 1.2604], [2.5782, -0.4868, -0.9717], [-2.3757, 0.2328, 2.0807], [-1.2666, 0.4627, 1.6612], [1.2052, 0.9306, -0.9040], [0.6696, 0.4466, 0.2786], [-0.2293, -0.9018, -2.2244], [-1.4299, 0.7079, -0.4364], [-0.7283, 0.3227, 0.3037], [2.0413, 0.0518, -2.6381], [0.3248, -1.8122, 0.7674], [0.4930, -1.1281, -1.5426], [0.7402, -2.1883, -1.7174]], "mulliken_charge": [-0.208, 0.180, -0.337, 0.195, 0.257, -0.451, -0.336, -0.403, -0.112, 0.304, 0.440, 0.340, 0.261, 0.241, -0.674, 0.304]}


Entry Q
{"formula": "C6H8O2", "method": "ωB97M-V/def2-TZVPD", "homo_ev": -8.60, "smiles": "O[C@@H]1[C@@H]2C=COC[C@@H]12", "symbols": ["H", "H", "O", "H", "C", "C", "O", "H", "C", "H", "H", "C", "H", "C", "H", "C"], "coordinates": [[-1.6426, 1.9805, -0.1975], [0.7796, -2.1357, 1.3369], [0.9017, -0.8555, -2.1378], [-0.6388, 2.0668, 1.3727], [-1.0294, -0.9780, 1.2041], [1.1182, 0.1449, -1.0900], [-1.8555, 0.2593, 0.8881], [1.4914, 0.7096, 0.7232], [-0.1643, 0.6689, -0.6000], [1.8873, -1.3311, -2.2889], [-1.1280, 0.0945, -1.0388], [-0.9817, 1.3140, 0.4800], [1.8380, 1.0505, -1.4220], [0.8718, -0.1194, 0.1671], [-1.6491, -1.5642, 1.7646], [0.2013, -1.3050, 0.8383]], "mulliken_charge": [0.254, 0.290, -0.535, 0.241, -0.338, 0.136, -0.345, 0.242, -0.734, 0.343, 0.173, -0.358, 0.213, 0.453, 0.513, -0.548]}


Which one sits at the bottom of the stability order? entry Q does.


Entry P
{"formula": "C6H8O2", "method": "ωB97M-V/def2-TZVPD", "homo_ev": -8.11, "symbols": ["C", "C", "H", "C", "H", "H", "H", "H", "C", "C", "H", "H", "O", "H", "C", "O"], "coordinates": [[-2.0304, -0.3481, -0.2331], [0.0673, -0.6176, 0.4444], [0.3708, -0.8041, 1.4936], [-1.5106, 0.7967, -0.4146], [1.6571, 1.8656, 0.4234], [-1.9563, 1.9318, -0.6284], [-3.1379, -0.6336, -0.2148], [0.2780, 2.8398, -0.3467], [-0.2085, 0.8300, 0.2081], [1.1453, -1.0364, -0.3518], [3.3552, -1.2378, -0.2911], [0.8673, -0.9743, -1.3557], [2.2905, -0.0199, -0.1249], [1.6725, -2.1207, -0.3184], [0.5957, 1.8693, 0.2835], [-1.2229, -1.2088, 0.3272]], "mulliken_charge": [-0.175, 0.253, 0.175, -0.624, 0.387, 0.182, 0.304, 0.142, 0.661, -0.476, 0.356, 0.237, -0.584, 0.323, -0.784, -0.379]}


Entry Q
{"formula": "C6H8O2", "method": "ωB97M-V/def2-TZVPD", "homo_ev": -8.59, "smiles": "C1O[C@@H]2[C@@H]3OC[C@H]1[C@H]23", "symbols": ["C", "C", "H", "C", "H", "H", "H", "C", "H", "C", "H", "O", "O", "H", "C", "H"], "coordinates": [[-1.3299, 0.6173, -0.1691], [0.2064, -0.8211, 0.8297], [-2.1842, 0.2272, 0.4483], [0.5769, -0.1154, -1.4763], [2.4733, -0.1061, 0.8358], [-0.8937, -1.4048, -0.8737], [0.8374, -1.0572, -2.1777], [1.3460, 0.0234, 0.6406], [0.0869, -1.7495, 1.5463], [-0.4452, -0.6179, -0.5030], [-1.8230, 1.1835, -1.0312], [-0.6651, 1.4740, 0.7225], [1.6478, 0.3633, -0.6501], [0.0868, 0.7131, -2.1640], [0.0816, 0.5065, 1.5211], [-0.0022, 0.7636, 2.5007]], "mulliken_charge": [-0.628, -0.273, 0.293, -0.506, 0.296, 0.864, 0.256, -0.082, 0.299, -0.423, 0.389, -0.399, -0.349, 0.255, -0.502, 0.510]}


Entry R
{"formula": "C6H8O2", "method": "ωB97M-V/def2-TZVPD", "homo_ev": -9.34, "smiles": "C1[C@@H]2O[C@H]3C[C@H]3O[C@@H]12", "symbols": ["C", "C", "H", "H", "H", "C", "H", "H", "O", "C", "H", "H", "C", "C", "H", "O"], "coordinates": [[-0.8417, 2.1649, 0.2791], [-1.0835, 0.6397, 0.2486], [-0.9014, -2.2388, -0.1963], [-1.4916, 0.3701, -0.6990], [-0.9114, 2.7567, 1.2862], [0.2179, 1.0857, 0.2451], [0.5050, -1.0352, -2.1007], [1.7255, -2.6236, -0.0354], [0.9560, 0.7091, -0.9081], [1.2735, -1.6410, 0.2028], [-1.3340, 2.6588, -0.5948], [1.9765, -1.1550, 0.8294], [0.6654, -0.8250, -0.9841], [-0.2436, -1.4791, 0.2661], [0.6733, 1.2016, 1.1803], [-1.1860, -0.5889, 0.9810]], "mulliken_charge": [-0.714, -0.055, 0.349, 0.312, 0.227, 0.198, 0.346, 0.235, -0.451, -0.708, 0.270, 0.241, -0.081, -0.003, 0.279, -0.446]}


Which one sits at the bottom of the stability order? entry P does.


Entry P
{"formula": "C2H9NOS", "method": "ωB97M-V/def2-TZVPD", "homo_ev": -8.93, "smiles": "NCCS.O", "symbols": ["S", "H", "H", "O", "H", "H", "H", "N", "H", "H", "C", "C", "H", "H"], "coordinates": [[2.0772, 0.2926, -1.1657], [-1.9581, 1.4969, -0.1099], [-2.3626, 0.4492, 1.0127], [-1.9117, -1.9899, 1.8050], [-0.2167, -0.5954, 0.8227], [2.4298, -0.3123, -0.0538], [-0.0622, 1.2821, -1.6138], [-1.5535, 0.9393, 0.6389], [-1.1072, -0.7741, -0.6149], [-2.3762, -2.3984, 2.5213], [0.3831, 0.8743, -0.7044], [-0.6100, -0.0182, -0.0134], [-1.2190, -1.5619, 2.3193], [0.6170, 1.6977, -0.0309]], "mulliken_charge": [-0.225, 0.224, 0.276, -0.610, 0.154, 0.093, 0.325, -0.631, 0.284, 0.298, -0.752, -0.156, 0.320, 0.399]}


Entry Q
{"formula": "C2H9NOS", "method": "ωB97M-V/def2-TZVPD", "homo_ev": -9.12, "smiles": "NCO.CS", "symbols": ["S", "H", "C", "H", "H", "H", "N", "H", "H", "O", "H", "H", "C", "H"], "coordinates": [[0.2149, -1.9145, 3.1883], [-1.2723, 1.8831, -2.4829], [-0.3425, -2.0417, 1.4509], [-0.1263, -0.0056, -1.7801], [-0.0919, -0.5111, 3.2104], [0.0116, -1.2149, 0.8461], [1.3016, 1.4343, -1.3407], [-0.3126, 0.5322, -0.1297], [0.1636, -2.9953, 1.0360], [-1.0687, 1.7993, -1.5541], [-1.3645, -1.9538, 1.2155], [1.5092, 1.9973, -0.4702], [-0.0570, 0.9109, -1.1538], [1.4348, 2.0796, -2.0356]], "mulliken_charge": [-0.203, 0.329, -0.558, 0.255, 0.124, 0.010, -0.576, 0.055, 0.274, -0.579, 0.359, 0.256, 0.029, 0.224]}


Entry R
{"formula": "C2H9NOS", "method": "ωB97M-V/def2-TZVPD", "homo_ev": -9.08, "smiles": "NCCS.O", "symbols": ["C", "O", "H", "C", "S", "H", "H", "H", "H", "H", "N", "H", "H", "H"], "coordinates": [[-0.0376, 2.3325, 1.0906], [-1.0704, -5.9877, -1.6953], [1.6129, 0.8766, 1.3080], [1.1509, 1.5341, 0.5673], [-1.4458, 1.2379, 1.5625], [-0.3037, -5.5449, -2.0626], [0.1059, 2.8698, 2.0350], [-0.4639, 3.0632, 0.4039], [1.1368, 0.9625, -1.4428], [-0.2493, 0.5900, -0.5524], [0.7580, 0.6622, -0.5611], [-2.3292, 1.9693, 0.9240], [1.8584, 2.3105, 0.2389], [-0.7231, -6.8758, -1.8162]], "mulliken_charge": [-0.762, -0.630, 0.232, -0.255, -0.231, 0.315, 0.347, 0.351, 0.218, 0.203, -0.490, 0.130, 0.257, 0.314]}


Entry S
{"formula": "C2H9NOS", "method": "ωB97M-V/def2-TZVPD", "homo_ev": -9.05, "smiles": "NCO.CS", "symbols": ["S", "C", "H", "O", "H", "H", "H", "H", "H", "C", "N", "H", "H", "H"], "coordinates": [[1.1344, 4.0041, -4.0271], [-0.1189, -2.9181, 2.6359], [1.5172, -2.3775, 2.0463], [0.6548, -2.2220, 1.6634], [0.7655, -2.5674, 4.4435], [-1.1846, 3.0912, -3.8732], [-1.2219, 4.6704, -4.5827], [-0.9875, -2.3853, 2.8247], [-0.0401, -4.0984, 4.3893], [-0.7100, 4.0330, -3.8005], [0.4393, -3.3835, 3.8477], [-0.5254, -3.8167, 2.3128], [-0.7938, 4.7259, -2.7750], [1.0710, 3.2443, -5.1050]], "mulliken_charge": [-0.168, -0.353, 0.293, -0.483, 0.199, 0.292, 0.266, 0.370, 0.216, -0.703, -0.557, 0.315, 0.210, 0.103]}


Which one sits at the bottom of the stability order? entry S does.


Entry P
{"formula": "C3H2F4O", "method": "ωB97M-V/def2-TZVPD", "homo_ev": -10.82, "smiles": "O=C(CF)C(F)(F)F", "symbols": ["C", "C", "F", "O", "H", "F", "F", "H", "F", "C"], "coordinates": [[-1.1796, -0.4226, -0.7964], [0.3685, -0.4937, 0.0054], [-1.4993, 0.6603, -1.4353], [0.8079, -1.6057, 0.0170], [1.8460, 0.4377, 1.6637], [-2.2129, -0.6482, 0.0312], [-1.0531, -1.3537, -1.8005], [1.6646, 1.4336, 0.0252], [0.1123, 1.3118, 1.5035], [1.1454, 0.6805, 0.7863]], "mulliken_charge": [0.810, 0.283, -0.235, -0.412, 0.239, -0.218, -0.240, 0.190, -0.273, -0.143]}


Entry Q
{"formula": "C3H2F4O", "method": "ωB97M-V/def2-TZVPD", "homo_ev": -10.87, "smiles": "OC1C(F)(F)C1(F)F", "symbols": ["F", "O", "H", "C", "F", "F", "F", "H", "C", "C"], "coordinates": [[-1.5093, 1.8630, 0.9451], [-0.2299, -0.9422, 0.1244], [1.3381, 0.2453, 0.2870], [-0.3288, 1.6318, 0.3990], [-1.2425, 0.9856, -1.8953], [0.5795, 2.3980, 0.8990], [0.6914, 1.9829, -1.8391], [-1.1553, -0.9288, 0.1384], [0.2902, 0.3491, -0.0475], [-0.1438, 1.3074, -1.0959]], "mulliken_charge": [-0.271, -0.495, 0.392, 0.541, -0.270, -0.253, -0.261, 0.315, -0.312, 0.614]}


Which one sits at the bottom of the stability order? entry Q does.


Entry P
{"formula": "C5H9N3", "method": "ωB97M-V/def2-TZVPD", "homo_ev": -8.64, "smiles": "N[C@]12CNN=C[C@@H]1C2", "symbols": ["H", "N", "N", "C", "H", "H", "C", "C", "H", "H", "H", "H", "C", "H", "H", "C", "N"], "coordinates": [[-2.3745, 0.1430, -1.4941], [-0.7658, -0.6233, 1.4519], [1.5869, -0.4554, -0.4460], [-1.8996, 0.3325, -0.4864], [-0.2685, 1.0026, -1.6208], [0.2159, -0.5643, 1.8566], [0.5264, 1.4325, 0.2625], [0.3157, -1.2432, -0.7128], [-1.0462, -1.6181, 1.6122], [0.2193, -1.2441, -1.7674], [2.2507, -1.0369, 0.0466], [-2.6255, 0.6113, 0.2900], [-0.7430, -0.5179, -0.0005], [0.4828, -2.2680, -0.3889], [0.6436, 2.3239, 0.9261], [-0.5565, 0.9438, -0.5535], [1.5566, 0.6450, 0.3490]], "mulliken_charge": [0.227, -0.637, -0.105, -0.592, 0.239, 0.344, -0.493, -0.895, 0.297, 0.294, 0.324, 0.283, 0.619, 0.340, 0.345, -0.024, -0.566]}


Entry Q
{"formula": "C5H9N3", "method": "ωB97M-V/def2-TZVPD", "homo_ev": -8.50, "smiles": "N=C1N[C@@H]2CC[C@H]2N1", "symbols": ["C", "H", "H", "H", "H", "C", "H", "H", "C", "H", "C", "N", "N", "C", "H", "N", "H"], "coordinates": [[-0.3844, 0.7202, -0.1323], [-2.4579, 0.7051, 0.9794], [-1.5578, -1.0363, -1.2313], [1.3737, 2.1816, 0.3165], [-0.4218, -0.8818, 1.5697], [-1.8782, -0.8529, -0.2180], [-2.2369, 1.5054, -0.7953], [-0.1240, 0.5289, -1.3092], [-0.3050, -0.7319, 0.3677], [3.6646, 0.7391, -0.1834], [1.8394, -0.0545, -0.0771], [0.9537, -1.2033, -0.1399], [3.1548, -0.2108, -0.1103], [-1.9020, 0.7093, -0.0462], [-2.4747, -1.3687, 0.5193], [1.0576, 1.1786, 0.2296], [1.6991, -1.9281, 0.2608]], "mulliken_charge": [-0.155, 0.231, 0.372, 0.233, 0.215, -0.833, 0.271, 0.205, 0.026, 0.233, 0.247, -0.395, -0.686, -0.344, 0.359, -0.351, 0.371]}


Which one sits at the bottom of the stability order? entry Q does.


Entry P
{"formula": "C5H9N3", "method": "ωB97M-V/def2-TZVPD", "homo_ev": -8.58, "smiles": "NCCc1c[nH]cn1", "symbols": ["C", "N", "H", "C", "N", "C", "H", "H", "H", "C", "H", "H", "H", "C", "N", "H", "H"], "coordinates": [[-1.8552, -0.7074, -1.8522], [-2.3593, -1.3865, -0.7970], [-2.4401, -0.4925, -2.7342], [1.1118, 1.0420, 1.0411], [2.1670, 1.8876, 0.4878], [0.9604, -0.2521, 0.2353], [3.0126, 1.3834, 0.2832], [1.3077, 0.7728, 2.0952], [1.6882, -0.2136, -0.5768], [-0.4125, -0.4645, -0.2765], [-3.2779, -1.7662, -0.6820], [0.1968, 1.6330, 1.0671], [-1.6358, -1.5467, 1.2192], [-1.4130, -1.2636, 0.2027], [-0.7042, -0.1517, -1.6260], [2.4002, 2.6526, 1.0963], [1.2535, -1.1263, 0.8170]], "mulliken_charge": [-0.251, -0.057, 0.402, -0.264, -0.609, -0.567, 0.188, 0.217, 0.337, 0.319, 0.199, 0.323, 0.371, -0.576, -0.577, 0.210, 0.334]}


Entry Q
{"formula": "C5H9N3", "method": "ωB97M-V/def2-TZVPD", "homo_ev": -7.95, "smiles": "C#CCN/N=C\\CN", "symbols": ["C", "H", "H", "N", "C", "N", "H", "H", "H", "H", "N", "H", "C", "H", "C", "C", "H"], "coordinates": [[-0.7838, 0.8623, -1.1740], [3.0050, -0.1484, 1.5423], [-1.1291, -0.2916, -4.6988], [2.1342, 0.1964, 1.4725], [1.1589, -0.9833, 1.5772], [-1.3038, -0.1004, -0.2471], [-0.3419, 0.0476, 2.9348], [0.2842, 1.0023, -0.7614], [0.6843, -1.4287, 0.5861], [-2.4331, -0.3392, -0.2085], [-1.1603, -0.0096, 1.1708], [1.6944, -1.6686, 2.3657], [-1.3739, 0.0172, -3.6607], [-1.3488, 1.9422, -0.8836], [-0.1267, -0.3741, 1.9618], [-0.8802, 0.4788, -2.6399], [1.9206, 0.7969, 0.6629]], "mulliken_charge": [0.220, 0.198, 0.284, -0.504, -0.318, -0.168, 0.393, -0.145, 0.202, 0.293, -0.652, 0.310, -0.109, 0.289, -0.115, -0.389, 0.212]}


Entry R
{"formula": "C5H9N3", "method": "ωB97M-V/def2-TZVPD", "homo_ev": -8.61, "smiles": "C1=NC[C@H]2C[C@H]2NN1", "symbols": ["H", "H", "C", "N", "H", "C", "N", "H", "C", "H", "C", "H", "H", "C", "H", "N", "H"], "coordinates": [[0.8999, -1.3590, -1.2853], [-0.1922, -1.2102, 1.1851], [0.9882, 0.6392, -0.4315], [-1.3040, 1.3774, -0.1855], [2.8586, -0.0831, -0.7332], [-0.0397, 1.3036, 0.4036], [-1.6715, -1.0302, -0.0257], [0.3020, 2.3575, 0.8386], [0.6768, -0.7599, -0.4601], [-0.0790, 0.5500, 1.2913], [-2.0262, 0.4064, -0.2511], [-3.1030, 0.2730, -0.3654], [2.4519, -0.4948, 1.1145], [2.0892, -0.1619, 0.0776], [1.1482, 1.3644, -1.2123], [-0.3425, -1.4514, 0.2398], [-2.6567, -1.7210, -0.2003]], "mulliken_charge": [0.487, 0.405, 0.150, -0.523, 0.261, -0.586, -0.230, 0.297, -0.692, 0.228, 0.090, 0.343, 0.251, -0.611, 0.321, -0.443, 0.252]}


Entry S
{"formula": "C5H9N3", "method": "ωB97M-V/def2-TZVPD", "homo_ev": -8.76, "symbols": ["H", "N", "H", "C", "C", "C", "C", "N", "H", "N", "H", "H", "H", "H", "H", "H", "C"], "coordinates": [[1.4003, -1.2745, 1.4602], [0.4333, 1.0049, -1.5780], [-0.6266, 0.3475, 2.3998], [1.4480, -0.0276, -1.5005], [-1.4288, 0.3167, 1.5406], [-0.7305, -0.7389, 0.3987], [0.7277, -1.4318, 0.3746], [1.6539, -1.0882, -0.7501], [-0.2338, 1.5165, -2.3954], [0.2603, 1.6277, -0.0797], [2.1783, -0.1631, -2.4026], [1.2053, 1.1645, 0.7241], [-1.6384, -1.3108, 0.0776], [-1.5803, 1.2857, -0.5180], [-2.6156, 0.7390, 1.7072], [0.4682, -2.6812, 0.3343], [-0.9212, 0.7135, 0.2071]], "mulliken_charge": [0.201, -0.222, 0.230, 0.002, -0.651, 0.012, -0.700, -0.409, 0.301, -0.502, 0.318, 0.356, 0.325, 0.310, 0.245, 0.264, -0.078]}


Which one sits at the bottom of the stability order? entry S does.